[1]
Entry from the OMol25 dataset: 2 unconnected molecules or ions with the total composition C3H8NS (ωB97M-V/def2-TZVPD).

Each atom is followed by the atoms it is bonded to, with distances in Å.
Positions of all 13 atoms, in Å:
1 C -1.7381 1.0146 1.8257  S2 1.824, H3 1.095, H4 1.103, H5 1.094
2 S -0.4781 1.9158 0.8635  C1 1.824
3 H -2.6649 1.5818 1.6873  C1 1.095
4 H -1.6518 1.0622 2.9238  C1 1.103
5 H -1.7955 -0.0610 1.6339  C1 1.094
6 C 1.6680 -2.0156 -2.1612  N8 1.470, H9 1.093, H10 1.101, H11 1.086
7 C 0.6367 -1.0289 -0.3518  N8 1.264, H12 1.095, H13 1.110
8 N 0.5896 -1.9974 -1.1620  C6 1.470, C7 1.264
9 H 1.2715 -2.1705 -3.1683  C6 1.093
10 H 2.2057 -1.0565 -2.1139  C6 1.101
11 H 2.3684 -2.7948 -1.8737  C6 1.086
12 H 0.6838 -0.9602 0.7402  C7 1.095
13 H 0.8304 0.0232 -0.6464  C7 1.110

Properties
gap between HOMO and LUMO = 6.01 eV
molecular weight = 90.2 g mol⁻¹
energy above the lowest of the compared OMol25 structures with the same formula, charge and spin = 60.3 kcal per mole
maximum force = 0.0504 Eh/bohr
HOMO level = -0.0841 hartree
total charge = -1

Results of the Löwdin charge analysis, in e, for atoms 1 through 6: atom 1 (C): -0.75, atom 2 (S): 0.03, atom 3 (H): -0.03, atom 4 (H): -0.02, atom 5 (H): -0.02, atom 6 (C): -0.17

---

[2]
Entry from the OMol25 dataset: 2 unconnected molecules or ions with the total composition C3H8NS (ωB97M-V/def2-TZVPD).

Each atom is followed by the atoms it is bonded to, with distances in Å.
Positions of all 13 atoms, in Å:
1 C -0.4675 0.5280 1.8403  S2 1.848, H3 1.088, H4 1.112, H5 1.084
2 S 0.4577 1.9334 1.0763  C1 1.848
3 H -1.4656 0.2988 1.4731  C1 1.088
4 H -0.0060 -0.4651 1.6487  C1 1.112
5 H -0.5197 0.8460 2.8753  C1 1.084
6 C -1.2373 -1.3428 -1.5396  N8 1.466, H9 1.097, H10 1.082, H11 1.080
7 C 1.0726 -1.3371 -1.0904  N8 1.268, H12 1.090, H13 1.108
8 N 0.1126 -1.8899 -1.7078  C6 1.466, C7 1.268
9 H -1.3929 -0.5383 -2.2684  C6 1.097
10 H -1.4046 -0.8848 -0.5740  C6 1.082
11 H -1.9059 -2.1373 -1.8374  C6 1.080
12 H 2.0713 -1.7419 -1.2547  C7 1.090
13 H 0.8749 -0.3656 -0.5952  C7 1.108

Properties
gap between HOMO and LUMO = 6.43 eV
molecular weight = 90.2 g mol⁻¹
energy above the lowest of the compared OMol25 structures with the same formula, charge and spin = 34.8 kcal per mole
maximum force = 0.0315 Eh/bohr
HOMO level = -0.0860 hartree
total charge = -1

Results of the Löwdin charge analysis, in e, for atoms 1 through 6: atom 1 (C): -0.75, atom 2 (S): -0.05, atom 3 (H): -0.03, atom 4 (H): -0.02, atom 5 (H): -0.04, atom 6 (C): -0.15